Computed, not measured: BrClFHSi in the gas phase, with ωB97M-V/def2-TZVPD.

```
5
Properties=species:S:1:pos:R:3:forces:R:3:mulliken_charge:R:1
F 0.0627 -0.0038 1.5962 0.15 0.03 0.31 -0.25
Si 0.2351 -0.0795 0.0068 1.96 -1.33 -0.80 0.42
Cl 0.1677 -1.9934 -0.5591 0.58 -1.49 0.11 -0.23
Br -1.5599 1.2673 -0.2635 -3.17 2.80 -0.04 0.14
H 1.0944 0.8094 -0.7804 0.48 -0.01 0.43 -0.08
```
Positions in Å, forces in eV/Å.

Values from the calculation:
Frontier orbital gap (spin up / spin down): 4.9 / 6.4 eV
⟨S²⟩: 2.00
HOMO (spin up / spin down): -4.39 / -11.61 eV
Multiplicity: 3
Electronic energy: -93173.7251 eV
ΔE to the lowest compared entry with this formula, charge and spin: 1.887 eV
Largest force on an atom: 4.23 eV/A

=====

Computed, not measured: a molecular structure, C33H40CdFNO4PS, with ωB97M-V/def2-TZVPD.

```
82
Properties=species:S:1:pos:R:3:forces:R:3:mulliken_charge:R:1
Cd 7.9857 12.1545 11.7037 0.32 -1.03 -0.24 0.43
C 10.8425 9.4372 14.1951 0.83 1.09 0.38 -1.30
C 10.3185 8.9382 12.8762 -0.61 0.62 -1.09 1.10
C 10.6175 7.4504 12.7423 0.86 -0.36 0.68 -1.43
C 10.9274 9.6658 11.6921 -1.16 1.01 -1.52 0.68
C 12.2841 9.7746 11.6023 1.41 -0.30 0.15 -0.18
C 12.9526 10.3760 10.5402 0.18 0.33 -0.57 -1.37
C 12.2129 10.7774 9.4465 -0.09 0.83 0.40 -0.62
C 10.7959 10.7770 9.4639 -0.12 -0.38 0.67 0.13
C 10.0904 11.2539 8.1997 1.16 -0.82 -1.58 1.04
C 8.6110 11.0293 7.9805 -0.13 0.04 -0.33 -1.32
C 10.4958 12.6525 7.7074 0.15 0.80 1.67 -1.21
C 10.1280 10.2733 10.6161 3.01 -0.39 0.24 -0.80
N 8.7676 10.3976 10.7791 -2.10 -0.20 0.39 1.51
C 7.9775 9.2694 10.6329 -0.70 -0.46 -0.23 -0.08
C 8.3424 8.0939 9.9056 0.42 -0.22 0.14 -0.21
C 7.5188 6.9590 9.8369 0.93 0.88 -0.23 -0.83
C 6.2684 6.9902 10.3686 -1.49 0.33 1.09 -0.58
C 5.8384 8.1064 11.1326 -0.20 0.29 -0.40 -0.62
C 6.6581 9.2280 11.1985 0.83 -1.34 -0.53 0.07
F 6.2378 10.3425 11.9069 0.03 0.09 0.02 -0.31
H 10.6101 8.6735 14.9078 -0.14 -0.10 0.93 0.47
H 10.5080 10.4387 14.5357 -0.42 -0.56 -0.31 0.10
H 11.9334 9.5778 14.1883 -0.19 -0.45 -0.08 0.31
H 9.2243 9.1157 12.8137 0.49 -0.31 0.24 -0.16
H 11.7116 7.2757 12.6305 -0.60 0.24 -0.14 0.31
H 10.1093 7.0036 11.8943 -0.11 -0.15 0.04 0.30
H 10.3840 6.9498 13.6966 -0.36 -0.09 -0.52 0.40
H 12.9264 9.3255 12.3527 -0.20 0.08 0.26 0.40
H 14.0468 10.5787 10.5430 -0.93 -0.56 0.11 0.34
H 12.7729 11.2601 8.6429 -0.43 -0.27 -0.11 0.48
H 10.5414 10.6488 7.3660 -0.10 -0.08 0.94 0.18
H 8.0069 11.6814 8.6122 -0.16 -0.13 -0.18 -0.03
H 8.2854 9.9826 8.0822 0.17 0.45 0.09 0.25
H 8.4909 11.3212 6.9283 -0.54 -0.05 0.22 0.53
H 9.7991 13.4228 8.0347 -0.47 0.03 -0.02 -0.09
H 10.5847 12.7456 6.6443 -0.01 -0.17 -0.62 0.44
H 11.4310 12.9802 8.1692 0.20 -0.23 -0.28 0.40
H 9.2919 7.9532 9.3500 -0.41 0.78 0.78 0.38
H 7.9229 6.0681 9.3627 -0.28 0.19 -0.16 0.44
H 5.5631 6.1809 10.2041 0.21 -0.04 0.29 0.39
H 4.8420 8.0875 11.6302 0.92 0.20 -0.50 0.38
O 8.1478 12.5792 13.8601 -0.63 -0.23 -0.80 0.05
S 7.3196 13.5797 14.6931 1.10 -0.07 -0.16 0.18
C 7.2096 12.7556 16.2550 -0.21 0.53 0.65 0.55
C 6.9406 13.5337 17.3819 -0.04 -1.04 -0.44 -0.59
C 6.8901 12.8695 18.6020 -0.40 1.57 0.41 -0.63
C 7.0269 11.5023 18.6643 0.00 -0.97 -0.16 -0.45
C 7.2178 10.7430 17.5100 0.34 -0.56 0.42 -0.63
C 7.4177 11.3944 16.3168 -0.11 0.59 -0.33 -0.24
C 8.5991 14.7027 15.1640 1.04 -0.16 -0.23 0.28
C 8.4208 16.0681 15.1104 -1.88 -0.75 -0.27 -0.35
C 9.3783 16.8744 15.6416 0.91 1.62 0.16 -0.53
C 10.5816 16.3420 16.0798 0.10 1.29 0.46 -0.35
C 10.7969 14.9873 16.0447 1.03 -1.17 0.37 -0.65
C 9.8215 14.1396 15.5654 -1.06 0.79 0.11 -0.45
H 6.8177 14.5959 17.2679 -0.10 0.26 0.28 0.43
H 6.6889 13.4931 19.4921 0.29 -0.68 -0.41 0.36
H 7.0376 10.9825 19.6073 -0.29 0.06 0.25 0.41
H 7.2616 9.6414 17.5206 0.19 0.72 0.27 0.39
H 7.8319 10.9467 15.4447 -0.24 -0.78 -0.57 0.45
H 7.4629 16.4166 14.7098 0.39 0.28 0.27 0.44
H 9.2248 17.9580 15.7220 0.03 -0.51 -0.20 0.41
H 11.3283 17.0423 16.4845 -0.31 -0.57 -0.17 0.38
H 11.7176 14.5466 16.4653 -0.47 0.38 -0.44 0.38
H 9.9213 13.0793 15.5509 0.27 -0.60 0.09 0.45
C 6.9455 15.4534 7.9535 0.11 0.67 0.08 -0.75
O 7.3206 14.1773 8.5865 0.24 0.38 2.19 -0.39
P 7.4860 14.1902 10.2387 -0.25 2.08 -1.49 0.95
O 8.5377 15.3684 10.5996 -0.68 -1.06 -0.01 -0.40
C 9.9575 15.1618 10.7325 0.18 -0.99 -0.25 -0.52
O 6.2211 15.0314 10.7969 0.33 -0.94 -0.48 -0.32
C 4.8763 14.5239 10.7299 -1.19 0.67 0.22 -0.77
H 6.0086 15.2518 7.4137 0.25 0.23 0.38 0.26
H 7.7094 15.7492 7.1838 -0.51 -0.43 1.03 0.27
H 6.8206 16.2691 8.7417 0.14 -1.06 -1.24 0.36
H 10.3132 16.1534 10.9604 0.48 0.04 0.10 0.28
H 10.3615 14.7830 9.7786 0.00 0.35 0.38 0.22
H 10.2514 14.4218 11.5312 -0.56 0.78 -0.52 0.22
H 4.2320 15.4014 10.4952 0.46 -0.68 0.22 0.28
H 4.5842 14.1217 11.7021 0.14 0.21 0.08 0.28
H 4.6292 13.7371 10.0102 0.76 0.16 -0.30 0.38
```
Positions in Å, forces in eV/Å.

Values from the calculation:
Frontier orbital gap: 6.5 eV
HOMO: -9.45 eV
Multiplicity: 1
Electronic energy: -71949.4090 eV
Net charge: +1
ΔE to the lowest compared entry with this formula, charge and spin: 0.700 eV
Largest force on an atom: 3.04 eV/A